Here is C35H38F10LaN9O6S as an isolated structure at a distorted geometry from the Open Molecules 2025 dataset. Energies are from wB97M-V/def2-TZVPD.

Each line ends with the Mulliken charge.
Positions of all 100 atoms, in Å:
La1 0.69 0.39 0.81  2.85
N1 2.16 2.67 0.15  -0.06
C1 2.38 4.03 0.71  -0.38
C2 1.11 4.86 0.52  -1.40
N2 -0.13 4.15 0.92  0.74
C3 -1.14 3.96 -0.10  -0.84
C4 -0.56 3.27 -1.35  -1.09
N3 -0.29 1.83 -1.21  -0.11
C5 -0.32 4.04 2.33  0.14
C6 -1.58 3.24 2.82  -1.15
N4 -1.55 1.89 2.27  -0.17
H1 2.26 2.66 -0.89  -0.16
H2 3.00 2.17 0.44  0.14
H3 2.60 3.92 1.81  0.00
H4 3.27 4.54 0.24  0.46
H5 1.20 5.76 1.15  0.48
H6 1.01 5.17 -0.54  0.34
H7 -2.02 3.40 0.27  0.45
H8 -1.47 4.96 -0.40  0.37
H9 -1.28 3.42 -2.20  0.48
H10 0.38 3.77 -1.59  0.39
H11 -1.08 1.28 -1.47  0.04
H12 0.43 1.52 -1.85  -0.01
H13 0.54 3.50 2.69  -0.09
H14 -0.34 5.09 2.79  0.11
H15 -1.71 3.27 3.95  0.38
H16 -2.45 3.78 2.39  0.44
H17 -1.86 1.21 2.94  0.19
H18 -2.22 1.86 1.48  -0.05
O1 -2.39 -2.26 -1.70  -0.69
C7 -3.57 -1.71 -1.13  2.37
C8 -3.19 -0.24 -0.54  -0.37
O2 -4.05 0.66 -0.69  -0.77
O3 -2.10 -0.24 0.12  0.08
C9 -4.62 -1.60 -2.21  -0.32
C10 -5.97 -1.32 -1.86  -0.31
C11 -6.93 -1.27 -2.86  -0.62
C12 -6.60 -1.60 -4.22  -0.50
C13 -5.26 -1.84 -4.51  -0.74
C14 -4.28 -1.80 -3.55  -0.36
C15 -4.06 -2.54 0.09  0.14
C16 -3.65 -3.87 0.21  -0.19
C17 -3.83 -4.58 1.40  -0.88
C18 -4.52 -4.02 2.43  -0.32
C19 -5.02 -2.74 2.29  -0.96
C20 -4.83 -2.00 1.12  0.03
H19 -1.63 -1.90 -1.16  0.17
H20 -6.28 -1.07 -0.87  0.30
H21 -7.95 -0.91 -2.61  0.30
H22 -7.44 -1.69 -4.91  0.36
H23 -4.96 -1.88 -5.55  0.34
H24 -3.22 -1.93 -3.78  0.51
H25 -3.19 -4.42 -0.62  0.33
H26 -3.42 -5.56 1.50  0.41
H27 -4.80 -4.60 3.34  0.27
H28 -5.65 -2.35 3.12  0.26
H29 -5.21 -0.99 1.03  0.35
N5 5.30 -5.35 -0.98  -0.55
C21 4.33 -4.41 -1.26  1.07
C22 3.87 -4.28 -2.59  -0.74
C23 2.94 -3.30 -2.84  -0.45
C24 2.71 -2.35 -1.86  -0.19
C25 3.25 -2.38 -0.57  -0.06
C26 4.00 -3.46 -0.23  -1.21
S1 1.49 -1.13 -2.23  1.08
O4 0.57 -1.20 -1.08  -0.77
O5 0.86 -1.44 -3.45  -0.83
N6 2.16 0.27 -2.21  -0.31
C27 3.13 0.74 -2.99  0.21
N7 3.53 2.04 -2.81  -0.39
C28 4.54 2.52 -3.59  -0.25
C29 5.15 1.71 -4.51  -0.71
C30 4.66 0.38 -4.66  -0.09
N8 3.66 -0.07 -3.94  -0.45
H30 5.83 -5.83 -1.71  0.20
H31 5.87 -5.05 -0.20  0.20
H32 4.25 -4.90 -3.42  0.21
H33 2.35 -3.30 -3.76  0.42
H34 3.12 -1.54 0.15  0.47
H35 4.39 -3.54 0.78  0.36
H36 4.83 3.53 -3.31  0.40
H37 5.95 2.04 -5.17  0.32
H38 5.18 -0.31 -5.32  0.39
F1 2.90 0.08 0.69  -0.84
F2 2.84 -1.33 3.36  -0.16
C31 2.34 -0.78 4.50  0.04
F3 3.24 -0.95 5.50  -0.32
F4 1.24 -1.58 4.84  -0.26
C32 1.89 0.67 4.30  0.87
O6 1.42 0.80 3.05  0.39
C33 0.78 1.08 5.29  0.49
F5 0.47 2.41 5.26  -0.26
F6 -0.40 0.41 5.02  -0.21
F7 1.09 0.79 6.58  -0.30
C34 3.14 1.64 4.36  0.46
F8 3.52 1.96 5.64  -0.33
F9 2.92 2.87 3.81  -0.25
F10 4.18 1.02 3.80  -0.23
N9 -1.45 -2.16 2.64  -0.55
C35 -0.48 -1.68 2.19  -0.56

Properties
M (g mol⁻¹): 1041.699
E_HOMO (eV): -3.41
Charge: -2
LUMO energy (eV): 4.08
Energy (Ha): -3729.5058

Here is C35H38FN2OPPdSi as an isolated structure from the Open Molecules 2025 dataset. Energies are from wB97M-V/def2-TZVPD.

Each line ends with the Mulliken charge.
Positions of all 80 atoms, in Å:
Pd1 0.39 0.67 0.12  0.33
C1 6.35 0.95 1.58  -0.59
C2 6.35 0.97 0.19  -0.69
C3 5.18 0.74 -0.51  -0.34
C4 3.99 0.50 0.17  0.78
C5 4.00 0.46 1.56  -1.13
C6 5.18 0.69 2.26  -0.56
P1 2.41 0.09 -0.64  1.69
C7 2.57 0.65 -2.36  0.64
C8 3.08 1.91 -2.66  -0.33
C9 3.08 2.38 -3.97  -0.94
C10 2.56 1.59 -4.98  -0.64
C11 2.04 0.34 -4.69  -0.77
C12 2.04 -0.13 -3.38  -0.70
C13 2.35 -1.71 -0.67  0.33
C14 3.31 -2.56 -1.15  -0.13
C15 3.12 -3.95 -1.04  -0.99
C16 2.01 -4.44 -0.41  -0.78
C17 1.03 -3.59 0.14  1.15
C18 -0.07 -4.07 0.89  -1.02
C19 -0.93 -3.18 1.48  -0.77
C20 -0.78 -1.78 1.29  0.06
C21 0.22 -1.27 0.51  -0.96
C22 1.18 -2.19 -0.02  0.63
H1 7.27 1.13 2.12  0.42
H2 7.27 1.16 -0.35  0.44
H3 5.19 0.74 -1.60  0.47
H4 3.08 0.24 2.09  0.41
H5 5.18 0.65 3.35  0.45
H6 3.48 2.54 -1.87  0.60
H7 3.49 3.36 -4.19  0.43
H8 2.55 1.95 -6.00  0.39
H9 1.61 -0.28 -5.47  0.43
H10 1.61 -1.10 -3.15  0.37
H11 4.20 -2.17 -1.61  0.47
H12 3.87 -4.62 -1.43  0.42
H13 1.88 -5.51 -0.29  0.40
H14 -0.21 -5.13 1.01  0.38
H15 -1.76 -3.53 2.07  0.45
H16 -1.49 -1.12 1.75  0.42
C23 -1.44 3.74 1.36  -0.97
Si1 -2.51 2.22 1.08  0.06
C24 -3.96 2.83 0.06  -1.08
C25 -3.12 1.73 2.81  -1.24
N1 -1.68 0.95 0.26  0.11
C26 -2.48 0.03 -0.41  -0.61
C27 -3.64 -0.54 0.14  0.55
C28 -4.42 -1.46 -0.54  -0.90
C29 -4.07 -1.88 -1.81  -0.56
C30 -2.93 -1.35 -2.40  -0.72
C31 -2.18 -0.42 -1.71  0.35
F1 -1.09 0.09 -2.33  -0.25
H17 -2.11 4.50 1.77  0.44
H18 -1.00 4.12 0.44  0.15
H19 -0.65 3.58 2.10  0.15
H20 -4.61 3.47 0.67  0.36
H21 -4.57 2.03 -0.34  0.37
H22 -3.59 3.43 -0.78  0.25
H23 -4.21 1.83 2.90  0.36
H24 -2.67 2.36 3.58  0.38
H25 -2.86 0.69 3.05  0.29
H26 -3.92 -0.25 1.15  0.20
H27 -5.31 -1.86 -0.06  0.43
H28 -4.66 -2.61 -2.34  0.39
H29 -2.61 -1.63 -3.39  0.45
C32 2.33 5.13 -1.04  -1.19
N2 2.44 4.62 0.31  0.39
C33 3.27 5.38 1.25  -1.07
C34 1.80 3.49 0.67  1.25
C35 1.91 3.07 2.11  -2.10
O1 1.15 2.85 -0.16  -0.84
H30 3.32 5.21 -1.51  0.45
H31 1.87 6.13 -1.03  0.40
H32 1.70 4.46 -1.62  0.29
H33 3.73 6.20 0.71  0.40
H34 4.06 4.76 1.67  0.30
H35 2.67 5.80 2.06  0.30
H36 1.60 3.88 2.78  0.58
H37 2.95 2.83 2.36  0.43
H38 1.29 2.20 2.27  0.24

Properties
M (g mol⁻¹): 687.180
E_HOMO (eV): -6.70
LUMO energy (eV): 0.38
Energy (Ha): -2399.9454

Here is C35H38FN3O3SiTa as an isolated structure at a distorted geometry from the Open Molecules 2025 dataset. Energies are from wB97M-V/def2-TZVPD.

Each line ends with the Mulliken charge.
Positions of all 82 atoms, in Å:
C1 0.24 2.23 0.22  -0.45
C2 -0.89 2.02 -0.63  -0.40
C3 -1.98 1.55 0.18  -0.60
H1 -0.97 2.39 -1.66  0.83
C4 -1.52 1.48 1.53  -0.36
C5 -0.14 1.91 1.56  -0.49
H2 0.47 2.05 2.45  0.54
H3 1.18 2.69 -0.08  0.47
H4 -3.02 1.45 -0.15  0.57
H5 -2.14 1.28 2.41  0.58
Ta1 -0.36 -0.09 0.29  1.09
C6 -0.42 -1.99 -0.48  -0.81
H6 -1.48 -2.30 -0.44  0.61
H7 0.14 -2.73 0.10  0.41
H8 0.00 -1.96 -1.49  0.07
Si1 0.37 0.32 -3.64  -0.48
C7 1.82 -0.72 -4.05  0.61
C8 2.95 0.11 -4.22  -0.32
H9 2.91 1.16 -3.92  0.34
C9 4.10 -0.43 -4.77  -0.72
H10 4.95 0.22 -4.98  0.39
C10 4.16 -1.82 -4.98  -0.39
H11 5.09 -2.24 -5.38  0.42
C11 3.09 -2.65 -4.63  -0.58
H12 3.18 -3.73 -4.75  0.41
C12 1.91 -2.11 -4.11  -0.26
H13 1.07 -2.73 -3.77  0.34
C13 -1.27 0.13 -4.44  0.58
C14 -1.04 0.72 -5.71  -0.88
H14 -0.14 0.45 -6.27  0.52
C15 -1.87 1.76 -6.09  -0.58
H15 -1.58 2.39 -6.93  0.41
C16 -3.07 1.97 -5.39  -0.46
H16 -3.75 2.73 -5.75  0.42
C17 -3.42 1.14 -4.31  -0.45
H17 -4.41 1.25 -3.86  0.43
C18 -2.52 0.20 -3.81  -0.50
H18 -2.75 -0.45 -2.96  0.54
H19 0.26 0.20 -2.13  0.47
H20 0.68 1.68 -3.69  -0.21
F1 -2.97 -0.67 5.73  -0.32
C19 -1.64 -1.02 5.57  0.63
C20 -1.20 -1.30 4.32  -0.74
C21 0.20 -1.39 4.08  0.20
C22 0.67 -1.20 2.79  1.22
O1 -0.32 -0.99 1.91  -1.36
C23 2.02 -1.00 2.47  0.09
C24 2.92 -1.05 3.52  -0.77
N1 2.49 -1.11 4.81  0.30
C25 3.41 -0.94 5.87  -0.47
C26 4.83 -0.55 5.61  -1.05
C27 3.88 0.45 6.20  -0.34
C28 1.13 -1.22 5.12  0.00
C29 0.65 -1.03 6.42  -0.24
C30 -0.74 -0.96 6.67  -0.75
N2 -1.20 -0.79 7.98  0.17
C31 -0.60 0.28 8.75  -0.55
C32 -0.64 -0.06 10.22  -0.69
N3 -2.05 -0.39 10.54  -0.11
C33 -2.66 -1.50 9.77  -0.95
C34 -2.58 -1.11 8.30  -0.62
C35 2.51 -0.67 1.08  0.35
O2 3.68 -0.85 0.79  -0.57
O3 1.60 -0.18 0.22  -0.25
H21 -1.90 -1.38 3.50  0.81
H22 3.98 -1.00 3.31  0.65
H23 3.22 -1.58 6.73  0.77
H24 5.56 -0.99 6.28  0.33
H25 5.16 -0.36 4.59  0.26
H26 3.54 1.26 5.55  0.23
H27 4.00 0.67 7.26  0.30
H28 1.36 -0.94 7.24  0.55
H29 -1.13 1.24 8.56  0.19
H30 0.43 0.41 8.42  0.41
H31 -0.05 -0.95 10.46  0.36
H32 -0.33 0.78 10.83  0.39
H33 -2.13 -0.60 11.53  0.38
H34 -2.60 0.44 10.30  0.41
H35 -3.71 -1.62 10.09  0.42
H36 -2.09 -2.41 10.00  0.38
H37 -3.24 -0.25 8.11  0.41
H38 -2.91 -1.96 7.70  0.47

Properties
M (g mol⁻¹): 776.739
E_HOMO (eV): -14.35
Charge: +3
LUMO energy (eV): -9.05
Energy (Ha): -2191.8775

Here is C35H38N3Ti as an isolated structure at a distorted geometry from the Open Molecules 2025 dataset. Energies are from wB97M-V/def2-TZVPD.

Each line ends with the Mulliken charge.
Positions of all 77 atoms, in Å:
Ti1 0.24 -0.04 0.45  -1.70
C1 -2.35 -1.34 -4.00  -0.74
C2 -2.55 0.03 -4.12  -0.44
C3 -1.57 0.88 -3.63  -0.61
C4 -0.44 0.34 -3.03  0.25
N1 -0.24 -0.97 -2.92  -0.10
C5 -1.18 -1.78 -3.40  -0.23
C6 0.62 1.21 -2.46  -0.23
C7 1.47 1.92 -3.26  -0.40
C8 2.65 2.46 -2.65  -1.03
C9 2.83 2.42 -1.31  -1.16
C10 1.76 1.92 -0.48  0.18
N2 0.77 1.13 -1.11  1.40
C11 1.64 2.17 0.87  0.73
C12 2.60 2.92 1.65  -1.06
C13 2.33 3.28 2.92  -0.50
C14 1.10 2.87 3.54  -1.03
C15 0.28 2.05 2.84  -0.05
N3 0.51 1.65 1.57  0.83
H1 -3.08 -2.05 -4.35  0.39
H2 -3.45 0.42 -4.57  0.42
H3 -1.69 1.96 -3.67  0.51
H4 -0.99 -2.85 -3.30  0.38
H5 1.33 1.92 -4.33  0.47
H6 3.44 2.86 -3.29  0.39
H7 3.74 2.79 -0.87  0.31
H8 3.53 3.23 1.18  0.28
H9 3.05 3.87 3.48  0.39
H10 0.86 3.15 4.56  0.35
H11 -0.61 1.64 3.29  0.25
C16 1.19 -1.66 2.58  1.53
C17 2.07 -1.30 1.53  0.21
C18 1.69 -2.06 0.38  0.45
C19 0.64 -2.93 0.77  0.84
C20 0.33 -2.68 2.11  0.65
C21 -0.83 -3.26 2.87  -1.63
C22 -0.14 -3.82 -0.14  -1.45
C23 2.51 -2.12 -0.88  -1.55
C24 3.35 -0.53 1.66  -1.61
C25 1.20 -1.10 3.97  -2.10
H12 -1.17 -2.58 3.65  0.31
H13 -0.58 -4.21 3.35  0.33
H14 -1.68 -3.45 2.21  0.32
H15 0.10 -4.88 0.00  0.40
H16 0.04 -3.57 -1.18  0.05
H17 -1.22 -3.72 0.03  0.24
H18 2.64 -1.15 -1.36  0.17
H19 2.04 -2.77 -1.63  0.38
H20 3.51 -2.52 -0.69  0.32
H21 3.60 0.00 0.73  0.27
H22 4.18 -1.21 1.88  0.34
H23 3.31 0.22 2.45  0.29
H24 0.20 -0.83 4.31  0.29
H25 1.81 -0.20 4.03  0.33
H26 1.60 -1.82 4.70  0.40
C26 -3.06 0.49 1.93  -1.46
C27 -2.95 -0.18 0.55  3.46
C28 -3.75 -1.49 0.59  -2.43
C29 -1.50 -0.47 0.24  0.16
C30 -3.54 0.80 -0.47  0.16
C31 -4.71 0.57 -1.19  -0.49
C32 -5.22 1.53 -2.06  -0.91
C33 -4.57 2.74 -2.24  -0.46
C34 -3.39 2.98 -1.53  -0.94
C35 -2.88 2.02 -0.68  0.28
H27 -2.68 -0.19 2.70  0.23
H28 -4.09 0.76 2.16  0.45
H29 -2.46 1.40 1.95  0.18
H30 -3.28 -2.16 1.32  0.23
H31 -3.74 -1.99 -0.38  0.45
H32 -4.79 -1.33 0.89  0.54
H33 -1.33 -1.29 -0.48  -0.27
H34 -5.24 -0.36 -1.06  0.35
H35 -6.13 1.32 -2.61  0.38
H36 -4.96 3.48 -2.91  0.36
H37 -2.86 3.92 -1.66  0.42
H38 -1.94 2.20 -0.16  0.26

Properties
M (g mol⁻¹): 548.577
E_HOMO (eV): -2.50
Charge: -1
LUMO energy (eV): 2.84
Energy (Ha): -2370.2597

Here is C35H38N5PPtS as an isolated structure at a distorted geometry from the Open Molecules 2025 dataset. Energies are from wB97M-V/def2-TZVPD.

Each line ends with the Mulliken charge.
Positions of all 81 atoms, in Å:
Pt1 -0.25 -0.53 0.73  2.29
N1 0.65 3.84 1.80  0.23
C1 0.86 2.39 2.21  2.94
C2 0.17 2.09 3.53  -1.79
C3 0.29 0.60 3.86  0.03
N2 -0.53 -0.22 2.92  -1.21
C4 1.75 0.17 3.88  -1.64
C5 2.54 0.57 2.63  0.08
N3 2.12 -0.31 1.53  -0.52
C6 2.34 2.05 2.29  -1.93
H1 -0.08 4.28 2.36  0.47
H2 0.34 3.89 0.81  -0.01
H3 1.49 4.39 1.92  0.50
H4 0.39 1.79 1.44  -2.05
H5 -0.88 2.40 3.51  0.63
H6 0.66 2.64 4.34  0.41
H7 -0.12 0.46 4.86  0.48
H8 -1.51 0.04 3.03  0.40
H9 -0.46 -1.19 3.20  0.21
H10 1.81 -0.92 4.01  0.53
H11 2.23 0.60 4.76  0.45
H12 3.61 0.45 2.85  0.46
H13 2.25 -1.28 1.80  0.33
H14 2.71 -0.18 0.71  0.03
H15 2.85 2.31 1.36  0.48
H16 2.80 2.63 3.10  0.48
C7 -0.95 1.08 -5.20  -0.73
C8 -1.72 1.26 -4.06  -0.64
C9 -1.37 0.62 -2.88  -0.52
C10 -0.25 -0.21 -2.85  1.12
C11 0.52 -0.39 -4.00  -0.42
C12 0.16 0.25 -5.17  -0.82
P1 0.10 -1.14 -1.36  1.26
C13 1.90 -1.44 -1.39  0.29
C14 2.77 -0.39 -1.68  -0.46
C15 4.15 -0.59 -1.66  -0.66
C16 4.66 -1.85 -1.34  -0.69
C17 3.80 -2.89 -1.05  -0.73
C18 2.42 -2.70 -1.07  -0.59
C19 -0.67 -2.74 -1.55  0.11
C20 -0.77 -3.46 -2.71  -0.35
C21 -1.37 -4.74 -2.69  -1.02
C22 -1.86 -5.24 -1.52  -0.74
C23 -1.80 -4.49 -0.31  1.15
C24 -2.36 -4.97 0.90  -0.82
C25 -2.30 -4.19 2.01  -1.34
C26 -1.69 -2.90 1.97  0.71
C27 -1.12 -2.39 0.83  -1.41
C28 -1.19 -3.22 -0.34  0.16
H17 -1.23 1.58 -6.12  0.43
H18 -2.60 1.90 -4.08  0.49
H19 -1.98 0.74 -2.00  0.36
H20 1.40 -1.03 -3.98  0.52
H21 0.75 0.10 -6.07  0.46
H22 2.38 0.58 -1.96  0.41
H23 4.82 0.22 -1.91  0.47
H24 5.73 -2.01 -1.34  0.43
H25 4.19 -3.88 -0.82  0.46
H26 1.75 -3.52 -0.84  0.42
H27 -0.40 -3.06 -3.65  0.54
H28 -1.43 -5.31 -3.60  0.43
H29 -2.33 -6.21 -1.50  0.43
H30 -2.83 -5.94 0.92  0.43
H31 -2.73 -4.54 2.94  0.42
H32 -1.72 -2.36 2.90  0.46
N4 -3.56 0.18 1.58  -0.29
C29 -3.06 1.29 0.98  -0.10
N5 -1.85 1.34 0.53  0.87
C30 -1.61 2.59 -0.06  -0.18
C31 -0.43 2.96 -0.71  -1.40
C32 -0.33 4.24 -1.24  -0.40
C33 -1.38 5.15 -1.13  -0.95
C34 -2.56 4.78 -0.50  -0.49
C35 -2.66 3.50 0.03  0.53
S1 -4.02 2.74 0.82  -0.26
H33 -3.08 -0.69 1.37  -0.03
H34 -4.55 0.11 1.76  0.30
H35 0.35 2.22 -0.86  0.60
H36 0.57 4.52 -1.78  0.51
H37 -1.29 6.13 -1.57  0.48
H38 -3.39 5.48 -0.43  0.49

Properties
M (g mol⁻¹): 786.843
E_HOMO (eV): -12.44
Charge: +2
LUMO energy (eV): -4.92
Energy (Ha): -2488.7633